# 1
Here is 4 unconnected molecules or ions with the total composition C22H53N4O7 in a non-equilibrium geometry from the Open Molecules 2025 dataset. Energies are from wB97M-V/def2-TZVPD.

Properties
Spin multiplicity: 1
Net charge: -1

Positions of all 86 atoms, in Å:
C  -0.49163  -4.74532  -0.86532
C  0.21544  -3.68473  -1.70031
C  -0.07905  -2.16735  -1.40889
C  -1.48384  -2.01032  -0.96919
N  -2.44298  -2.32744  -1.94468
O  -1.78952  -1.66343  0.12404
H  -0.68467  -4.42105  0.15451
H  -1.40296  -5.07937  -1.35295
H  1.28858  -3.83208  -1.67278
H  -0.07513  -3.86064  -2.73232
H  0.59473  -1.72376  -0.69762
H  0.01528  -1.63363  -2.34930
H  -1.95092  -2.68008  -2.75293
H  -2.97816  -3.08257  -1.53036
C  -4.05002  -4.44348  3.86122
O  -2.85824  -3.70760  3.71336
C  -2.98154  -2.55051  2.87874
C  -2.85890  -1.28562  3.69918
N  -4.01525  -1.09035  4.57618
C  -3.85217  -0.02571  5.56058
C  -2.75132  -0.16929  6.60845
O  -2.96275  -1.21152  7.54430
C  -2.53676  -2.49851  7.12599
H  -3.79896  -5.37981  4.35996
H  -4.78933  -3.91301  4.47633
H  -4.49435  -4.67747  2.88933
H  -3.91474  -2.56456  2.31069
H  -2.16280  -2.57710  2.16443
H  -2.77981  -0.43209  3.02110
H  -1.92360  -1.35754  4.26956
H  -4.20078  -1.95488  5.06676
H  -4.80306  0.06111  6.09503
H  -3.70404  0.91817  5.02543
H  -2.74345  0.75437  7.19541
H  -1.75626  -0.25641  6.15755
H  -1.66469  -2.44770  6.47106
H  -3.34112  -3.04225  6.62583
H  -2.26532  -3.06099  8.02070
C  -0.88334  4.49793  -1.33914
O  -1.72266  4.48267  -2.47846
C  -1.10121  4.92830  -3.67564
C  -0.89438  3.78571  -4.64948
N  0.13392  2.86702  -4.17862
C  0.23538  1.62250  -4.94134
C  -0.95783  0.66882  -4.94596
O  -1.21980  0.06437  -3.70029
C  -2.02161  0.83603  -2.81630
H  -1.50934  4.30645  -0.46946
H  -0.11600  3.71887  -1.38699
H  -0.40110  5.47270  -1.21548
H  -0.15645  5.43943  -3.46722
H  -1.77978  5.65415  -4.13541
H  -0.58438  4.19507  -5.61646
H  -1.86397  3.28933  -4.78505
H  -0.05370  2.63163  -3.21314
H  1.08643  1.07350  -4.53063
H  0.49163  1.87426  -5.97657
H  -0.70179  -0.15078  -5.62455
H  -1.86730  1.13063  -5.35222
H  -2.74489  1.45694  -3.35246
H  -1.39207  1.45826  -2.17293
H  -2.56039  0.14208  -2.17436
C  5.59568  3.44917  -1.75677
O  6.29244  2.33440  -1.23564
C  6.29194  2.25303  0.18504
C  5.44500  1.09596  0.67416
N  4.02681  1.34372  0.45086
C  3.16211  0.18380  0.68760
C  3.34290  -1.04960  -0.19112
O  2.97869  -0.85845  -1.54329
C  3.97550  -0.30601  -2.37630
H  5.81068  3.50027  -2.82315
H  4.51290  3.35040  -1.62911
H  5.92999  4.38017  -1.28852
H  5.96403  3.19454  0.63539
H  7.32722  2.07718  0.49374
H  5.61431  0.96174  1.74696
H  5.79405  0.19121  0.15941
H  3.89458  1.64892  -0.50407
H  2.13339  0.52787  0.55792
H  3.26423  -0.11296  1.73612
H  2.66164  -1.81403  0.19050
H  4.35162  -1.47614  -0.12146
H  4.98108  -0.60763  -2.07007
H  3.90976  0.78649  -2.41157
H  3.79812  -0.67543  -3.38754

---

# 2
Here is 3 unconnected molecules or ions with the total composition C14H28NO10PS2 in a non-equilibrium geometry from the Open Molecules 2025 dataset. Energies are from wB97M-V/def2-TZVPD.

Properties
Spin multiplicity: 1
SMILES: CCCCC1=C(P(N)O)C(=O)OC1=O.CCOS(C)(=O)=O.CCOS(C)(=O)=O

Positions of all 56 atoms, in Å:
C  7.56855  -0.01858  -1.29026
C  6.39933  -1.14864  -1.36410
C  6.98036  -2.34449  -2.27174
C  5.78824  -3.29319  -2.79518
C  4.51778  -3.35804  -1.84389
C  3.28166  -2.68826  -2.05307
P  2.67374  -1.50220  -3.39216
N  1.85448  -0.21098  -2.48072
O  3.98208  -0.68511  -4.15922
C  2.35449  -3.13808  -0.84019
O  1.11645  -3.11743  -0.95166
O  3.20246  -3.56108  0.22260
C  4.31562  -4.17444  -0.47543
O  4.94511  -5.12750  -0.00258
H  8.33487  -0.38901  -0.52352
H  8.06727  0.15654  -2.29896
H  7.03582  0.93671  -0.92303
H  5.47756  -0.73053  -1.91663
H  6.13825  -1.56406  -0.33354
H  7.51417  -1.93716  -3.20728
H  7.75236  -2.99982  -1.73162
H  5.51924  -3.01321  -3.86438
H  6.22121  -4.36358  -2.84286
H  0.83901  -0.36284  -2.46971
H  2.26459  -0.20051  -1.53786
H  4.53529  -1.31312  -4.67119
C  -1.85256  3.07170  2.72355
C  -0.50947  2.62920  2.17175
O  -0.52065  1.25652  1.77126
S  -1.32001  0.85355  0.42504
C  -0.74602  -0.81641  0.29741
O  -0.79141  1.61106  -0.67804
O  -2.73186  0.81716  0.71495
H  -2.62588  3.03954  1.95535
H  -1.80086  4.09509  3.10079
H  -2.17345  2.41002  3.53208
H  -0.19525  3.26664  1.33932
H  0.24747  2.72724  2.95452
H  0.32627  -0.81228  0.10996
H  -1.27220  -1.28199  -0.53495
H  -0.97946  -1.34302  1.22244
C  -9.55622  2.41635  2.40359
C  -8.66207  1.20237  2.58004
O  -7.55097  1.22275  1.68352
S  -6.35369  2.27474  1.96754
C  -5.19899  1.65319  0.77769
O  -5.83210  2.04197  3.28858
O  -6.77461  3.58341  1.53778
H  -9.03250  3.33555  2.67040
H  -10.44316  2.34252  3.03677
H  -9.86990  2.51457  1.36113
H  -8.31589  1.11408  3.61466
H  -9.23730  0.29982  2.35597
H  -4.89318  0.65140  1.06698
H  -4.34284  2.32131  0.77292
H  -5.67121  1.65056  -0.20485

---

# 3
Here is a molecular structure, C33H33BF4O3S in a non-equilibrium geometry from the Open Molecules 2025 dataset. Energies are from wB97M-V/def2-TZVPD.

Properties
Spin multiplicity: 1
Energy relative to the best compared isomer or geometry (same formula, charge and spin), eV: 0.0000

Positions of all 75 atoms, in Å:
F  0.53032  -4.99676  3.31856
C  1.24675  -4.23748  2.42609
C  2.62766  -4.35577  2.45733
C  3.31188  -3.44812  1.65620
F  4.68583  -3.46594  1.68062
C  2.68071  -2.47696  0.88410
C  1.28065  -2.36161  0.89751
C  0.60488  -1.33475  -0.00211
C  -0.72137  -1.73559  -0.51132
C  -0.92033  -2.16059  -1.77630
C  -2.17112  -2.62758  -2.32096
C  -2.33357  -2.70149  -3.72696
C  -3.58483  -2.97940  -4.25381
F  -3.71438  -3.07831  -5.62089
C  -4.71195  -3.19830  -3.46190
C  -4.50107  -3.19738  -2.08369
F  -5.58494  -3.43645  -1.27235
C  -3.26099  -2.98392  -1.48923
C  0.56082  -3.33287  1.60351
H  3.14900  -5.07904  3.07277
H  3.27455  -1.80931  0.26365
H  1.26653  -1.22200  -0.85093
H  -1.55799  -1.70398  0.18321
H  -0.08416  -2.10950  -2.47852
H  -1.47103  -2.50915  -4.36869
H  -5.68493  -3.37873  -3.90566
H  -3.12885  -3.05634  -0.40885
H  -0.52529  -3.40103  1.55217
C  -2.12337  1.01001  -5.40993
O  -0.74831  0.96654  -4.94762
C  -0.49222  1.08670  -3.61987
C  0.86559  0.97276  -3.23599
C  1.21111  0.96626  -1.92272
C  0.25856  1.35989  -0.91040
B  0.54795  0.04320  0.75229
C  0.61249  2.53668  -0.15264
C  -0.29636  3.43980  0.38011
C  0.25978  4.72617  0.57411
C  1.59554  4.80885  0.22235
C  2.47080  6.00551  0.30396
S  2.15318  3.29096  -0.40977
O  -0.52564  0.52659  1.49729
C  -0.02310  0.60330  2.83942
C  -0.59932  1.76018  3.61304
C  -0.53518  -0.67521  3.49576
C  1.56033  0.68687  2.65591
C  2.18023  2.04298  2.91694
C  2.33599  -0.34696  3.44912
O  1.77948  0.43482  1.27265
C  -1.12744  1.26236  -1.30626
C  -1.48689  1.24515  -2.62570
H  -2.05863  0.78559  -6.47573
H  -2.74351  0.25808  -4.90223
H  -2.55189  2.00816  -5.25099
H  1.61300  0.87701  -4.01942
H  2.24865  0.82074  -1.63104
H  -1.33923  3.17499  0.57256
H  -0.29127  5.56846  0.97702
H  1.87501  6.90876  0.50747
H  3.21438  5.89315  1.10973
H  3.01525  6.13456  -0.64341
H  -0.11765  1.79252  4.59892
H  -0.45041  2.72530  3.13503
H  -1.67113  1.63369  3.77612
H  -0.04857  -0.87283  4.45224
H  -1.61410  -0.57441  3.66217
H  -0.40534  -1.54027  2.83908
H  2.17711  2.24229  3.99206
H  3.21171  2.05795  2.55062
H  1.63953  2.82533  2.38362
H  2.40814  -0.04702  4.50076
H  1.85321  -1.32567  3.41948
H  3.34428  -0.48132  3.04001
H  -1.91494  1.38397  -0.56620
H  -2.52961  1.37586  -2.92347

---

Number 1: gap between HOMO and LUMO 3.345 eV, total energy -1615.5305 a.u.. Number 2: gap between HOMO and LUMO 7.890 eV, total energy -2495.0424 a.u.. Number 3: gap between HOMO and LUMO 6.894 eV, total energy -2325.5222 a.u..